{
  "formula": "C3H9N3O",
  "method": "the ωB97M-V functional and the def2-TZVPD basis",
  "spin_multiplicity": 2,
  "s2": 0.757,
  "lumo_ev": [-3.469, -8.329],
  "total_charge": 1,
  "relative_energy_kj_mol": 288.01,
  "e_tot_ha": -358.80231,
  "symbols": ["O", "C", "N", "C", "N", "C", "N", "H", "H", "H", "H", "H", "H", "H", "H", "H"],
  "coordinates": [[0.1520, -0.2711, 2.0488], [1.0716, 0.1647, 1.3338], [2.0774, 1.0238, 1.8748], [0.5563, 0.4379, -0.1849], [-0.0719, -0.8248, -0.9231], [-1.1117, -0.7169, -2.0991], [-2.3332, 0.0767, -1.7739], [2.0807, 1.1656, 2.9499], [2.8933, 1.4488, 1.3664], [1.3248, 0.8104, -1.0216], [-0.3179, 1.0297, -0.0492], [-0.5663, -1.2132, -0.0881], [-1.3217, -1.6158, -2.5972], [-0.4351, -0.1484, -2.5920], [-3.1452, -0.6046, -2.1492], [-2.5320, 0.0522, -0.7526]],
  "forces_ev_per_a": [[2.434, -0.235, -1.648], [-2.114, 2.889, 1.814], [-0.421, -0.942, 0.133], [3.577, -1.966, -3.564], [-2.842, 0.749, 3.857], [0.999, 1.924, 2.449], [-1.513, -3.745, 0.088], [-0.150, -0.680, -2.674], [-1.478, -1.001, 0.533], [-1.661, -0.195, 2.304], [-0.597, 0.998, 0.006], [0.537, -0.844, -0.446], [0.051, -1.514, -0.205], [1.043, 1.939, -3.056], [1.945, 2.212, 1.049], [0.190, 0.412, -0.640]],
  "lowdin_spin": [0.01, 0.00, 0.00, 0.06, 0.67, 0.03, 0.17, 0.00, 0.00, 0.00, 0.03, 0.01, 0.01, 0.00, 0.00, 0.00]
}